This record from the Open Molecules 2025 dataset describes a structure of composition C22H28BF3MoN12S in a non-equilibrium geometry. The level of theory is ωB97M-V with the def2-TZVPD basis set.

Calculated values
Frontier orbital gap (alpha / beta) ... 6.413 / 4.518 eV
Multiplicity ... 4
Total charge ... +3

Atoms and positions in Å:
Mo 0.019410 -0.684775 0.047933
C 0.929754 2.424195 -2.890858
C 0.492638 1.164655 -2.531300
N 0.534279 1.019585 -1.191402
N 1.001746 2.190845 -0.686162
C 1.240143 3.041156 -1.689075
B 1.090836 2.330521 0.859672
N 2.012497 1.179353 1.349097
C 3.185162 1.281916 1.980124
C 3.723393 0.011166 2.141205
C 2.796141 -0.834242 1.565526
N 1.753819 -0.125923 1.083322
N -0.364940 2.046476 1.336031
C -1.242638 2.853354 1.936365
C -2.488517 2.234409 1.941958
C -2.288752 1.026776 1.304469
N -0.994350 0.915945 0.934325
N 1.576471 3.621362 1.431824
C 2.073916 4.810500 0.974069
C 2.321646 5.605075 2.055909
C 1.933632 4.821843 3.169258
N 1.489897 3.643412 2.792711
H 1.012261 2.843019 -3.879347
H 0.108040 0.392170 -3.179455
H 1.605051 4.038266 -1.523574
H 3.587225 2.234046 2.285634
H 4.654694 -0.246794 2.615087
H 2.826768 -1.910222 1.489650
H -0.951147 3.807672 2.341018
H -3.408815 2.622294 2.343953
H -3.012275 0.256486 1.087914
H 2.248870 5.040936 -0.061718
H 2.687467 6.617513 2.061002
H 1.961890 5.087596 4.213621
N 1.496520 -1.439493 -1.573797
C 1.445375 -2.893550 -1.871180
C 1.459828 -3.570876 -0.526702
N 0.385834 -2.942737 0.280041
C 0.299457 -3.546578 1.643441
C -0.002823 -2.459366 2.652698
N -0.888232 -1.471186 1.988533
H 1.486855 -0.930560 -2.452770
H 2.421412 -1.252033 -1.183198
H 2.295096 -3.208827 -2.476849
H 0.530718 -3.120179 -2.422645
H 2.422919 -3.412526 -0.038560
H 1.297584 -4.645859 -0.620132
H -0.486370 -3.231179 -0.170817
H 1.229203 -4.054076 1.894659
H -0.487916 -4.301568 1.652427
H 0.903516 -1.950514 2.973347
H -0.476853 -2.882979 3.539153
H -1.105148 -0.746401 2.668489
H -1.774806 -1.931115 1.779430
F -3.318335 -4.326229 -3.042574
C -4.181796 -3.290993 -3.096447
F -4.585785 -3.165537 -4.348373
F -5.227913 -3.560906 -2.321566
C -3.484843 -2.011407 -2.640339
C -3.651952 -0.852919 -3.369094
C -3.069726 0.302382 -2.875471
C -2.217711 0.215419 -1.791599
N -1.911292 -0.921321 -1.131111
C -2.694989 -2.017547 -1.461673
S -2.956402 -3.278681 -0.330732
H -4.255629 -0.840347 -4.268199
H -3.254669 1.260182 -3.342801
H -1.757343 1.118923 -1.424375

Forces on the atoms, in the same order (eV/Å):
Mo 0.6422 -0.3637 0.4185
C -0.0279 -0.0854 -0.0371
C 0.0662 0.2949 -0.0906
N 0.1956 -0.0705 -0.1317
N 0.1001 0.1741 -0.0975
C -0.0443 -0.0604 -0.0525
B 0.1386 0.3908 0.2923
N 0.1953 0.0137 0.0911
C 0.0437 -0.0731 -0.0041
C -0.1072 -0.1017 -0.0818
C 0.2415 -0.0566 0.1447
N -0.1721 -0.1699 0.0305
N -0.0598 0.0698 0.0519
C -0.0702 -0.0885 0.0262
C 0.0033 -0.1053 -0.0806
C -0.1760 0.2496 0.0990
N -0.1957 0.1061 -0.0017
N -0.2036 -0.1814 -0.4179
C 0.1776 0.2249 0.0304
C -0.1771 -0.0578 0.1272
C 0.0779 0.2014 -0.2064
N -0.0262 -0.1685 0.3155
H -0.0093 -0.0162 0.0050
H 0.0332 -0.0495 0.0346
H -0.0124 -0.0617 0.0483
H -0.1277 0.0448 -0.0198
H -0.0050 -0.0148 -0.0066
H -0.0235 0.0345 0.0005
H 0.1311 0.0001 -0.0437
H 0.0136 -0.0077 0.0199
H 0.0637 -0.0586 0.0001
H -0.0149 -0.0699 0.0447
H 0.0753 -0.0480 -0.0426
H -0.0045 -0.0382 0.0280
N -0.2466 -0.1708 -0.0016
C -0.0148 -0.2102 0.1732
C 0.1510 0.0286 -0.3779
N -0.2585 0.0792 -0.0510
C -0.0646 0.0596 0.4653
C 0.1415 -0.2356 0.0432
N 0.2824 -0.2434 -0.0967
H -0.0786 0.1383 0.0714
H -0.0463 0.2222 0.0962
H -0.0133 0.0522 -0.0470
H -0.0047 0.0619 0.0033
H -0.0636 -0.0348 0.0786
H -0.0120 0.0014 0.0945
H -0.1346 0.0172 -0.0573
H 0.0445 0.0303 -0.0808
H 0.0159 -0.0087 -0.1183
H -0.0570 0.0775 -0.0165
H -0.0430 0.0728 -0.0036
H 0.0434 0.2158 -0.1851
H -0.1280 -0.0021 -0.1168
F -0.1733 0.2308 -0.0131
C 0.0802 -0.3707 0.1147
F -0.0767 0.0684 -0.1088
F 0.0387 0.0128 -0.1061
C 0.2556 -0.2517 0.3671
C 0.0546 0.3629 -0.1317
C -0.3764 -0.1835 -0.3677
C 0.2488 -0.1073 0.4718
N -0.8038 0.1785 -0.6860
C -0.1741 -0.0792 -0.0045
S 0.6500 0.1975 0.0556
H -0.0270 -0.0311 0.0456
H 0.0473 0.0279 0.0471
H 0.0015 -0.0639 -0.0504

Here are the Löwdin charges for atoms 1 to 2, given in e: 1.755, 0.024

=====

This record from the Open Molecules 2025 dataset describes a cluster of 10 separate species, C22H28Cl12O18 in total in a non-equilibrium geometry. The level of theory is ωB97M-V with the def2-TZVPD basis set.

Calculated values
Frontier orbital gap ... 10.401 eV
SMILES ... ClC(Cl)Cl.ClC(Cl)Cl.ClC(Cl)Cl.ClC(Cl)Cl.O=C1OCCO1.O=C1OCCO1.O=C1OCCO1.O=C1OCCO1.O=C1OCCO1.O=C1OCCO1
Total charge ... 0

Atoms and positions in Å:
Cl 5.733246 1.537963 3.576026
C 5.125746 1.654673 5.359836
Cl 6.541876 1.683093 6.400576
Cl 4.209205 0.296843 5.886976
H 4.502976 2.539903 5.488846
Cl -5.606584 -4.493047 -0.092414
C -6.508234 -3.166857 -0.971584
Cl -5.385994 -1.926997 -1.719944
Cl -7.713304 -2.270747 0.016906
H -6.962715 -3.761327 -1.764144
Cl -2.681594 3.500233 10.345766
C -2.300164 1.730153 9.994836
Cl -3.517044 0.659143 10.776176
Cl -0.739834 1.302183 10.577876
H -2.415804 1.461643 8.944776
Cl -1.816814 6.073723 -3.848294
C -1.086974 5.602003 -5.426614
Cl -1.532374 3.947363 -5.781674
Cl 0.685986 5.889403 -5.529784
H -1.498934 6.283353 -6.171024
O 5.948975 -0.502317 -3.820264
C 6.688615 -1.353557 -3.319594
O 6.677796 -1.578637 -1.990724
C 7.312456 -2.772167 -1.694124
C 8.245395 -2.919617 -2.890494
O 7.479765 -2.320037 -3.869164
H 7.936536 -2.666947 -0.806684
H 6.751556 -3.701887 -1.598704
H 8.484076 -3.912367 -3.272054
H 9.208256 -2.508207 -2.587614
O -2.540844 10.299083 4.982126
C -1.921084 9.588613 4.231216
O -0.531604 9.479273 4.164256
C -0.152214 8.515363 3.199596
C -1.403704 8.189283 2.435356
O -2.388144 8.885953 3.240676
H 0.464096 9.107763 2.523346
H 0.329446 7.600693 3.545246
H -1.533664 7.108623 2.493386
H -1.363054 8.527293 1.399886
O -7.074424 2.931633 5.190796
C -7.368594 3.581493 4.182966
O -8.541454 3.638683 3.575836
C -8.394964 3.991163 2.261986
C -6.979424 4.572683 2.128986
O -6.442144 4.055283 3.335426
H -8.531844 3.056733 1.717726
H -9.185124 4.704213 2.026826
H -7.027974 5.650693 1.975216
H -6.522134 4.065153 1.279626
O 2.300706 -6.752867 0.242886
C 1.518396 -7.578577 -0.212204
O 1.246106 -8.778257 0.240736
C 0.114186 -9.366237 -0.435314
C 0.249066 -8.652757 -1.769314
O 0.849266 -7.485497 -1.341924
H 0.398065 -10.400837 -0.627984
H -0.753414 -9.440137 0.220356
H -0.612034 -8.550507 -2.429714
H 0.967526 -9.291347 -2.283224
O 0.426796 -7.080897 -8.380414
C 1.280436 -6.373217 -7.839344
O 1.451786 -5.107247 -8.059194
C 2.360616 -4.657547 -7.033924
C 3.165016 -5.910557 -6.762894
O 2.162436 -6.873527 -7.102224
H 3.005346 -3.833337 -7.339044
H 1.707026 -4.352577 -6.216654
H 3.306276 -6.019287 -5.687564
H 4.164546 -5.917417 -7.197604
O -0.877744 1.364253 2.271926
C -0.162814 1.171593 1.275196
O 0.751886 2.107093 0.776106
C 1.107376 1.717313 -0.552154
C 0.742366 0.259073 -0.465884
O -0.124284 0.015873 0.628346
H 0.594116 2.239503 -1.359604
H 2.150596 1.932833 -0.783124
H 1.662296 -0.325047 -0.490934
H 0.190846 0.083493 -1.389514

Forces on the atoms, in the same order (eV/Å):
Cl -0.9265 0.1338 1.6879
C 0.9853 -0.0600 -0.8594
Cl 0.3209 0.6582 -0.0379
Cl -0.8489 -0.7337 -0.4338
H 0.4610 -0.0020 -0.3665
Cl -0.4902 1.2684 -0.1841
C 0.7020 0.0937 0.0374
Cl -0.6815 -1.1628 0.5642
Cl 0.7451 -0.9456 -0.4928
H -0.2743 0.7495 0.0745
Cl 0.2968 -1.5302 -0.5282
C -1.4050 0.2479 0.4264
Cl 0.0822 0.4565 -0.0353
Cl 0.7534 0.0621 0.0439
H 0.2687 0.7655 0.0859
Cl 0.6002 -0.0697 -0.5386
C 0.0522 0.7140 0.1494
Cl 0.1884 0.0126 -0.1391
Cl -0.7252 -0.2909 0.3710
H -0.1138 -0.3731 0.1669
O 2.9143 -2.6802 0.6513
C -2.6247 1.2221 -0.4020
O -1.0378 0.7752 0.4958
C 2.3976 -1.8146 0.5041
C 0.5716 -1.4611 1.2553
O -0.4883 2.4722 -2.3254
H -0.4138 0.1579 0.2048
H -1.0775 0.5632 0.0867
H -0.3626 -0.2078 0.4402
H 0.0905 0.9629 -0.8937
O 1.0170 -1.2739 -0.9451
C 1.6369 1.4868 0.7167
O -0.7290 -0.0929 1.6282
C 0.8337 1.3418 -1.2155
C -0.2502 -0.1636 1.1730
O -2.1586 -1.5324 -2.0765
H 0.7574 -0.5877 0.1121
H 0.1666 0.4647 0.6095
H -0.7534 0.1586 -0.2158
H -0.5253 0.1807 0.2124
O -1.2459 2.5656 -2.3310
C 1.8041 -3.3504 1.6165
O -1.2252 -0.0734 2.6713
C -0.7955 0.4749 -1.8798
C -1.5773 -1.4387 -0.2979
O 1.8710 1.3063 0.2661
H 0.0405 0.2138 -0.5574
H 0.0418 -0.1057 -0.2875
H 0.6224 0.0332 0.6501
H 0.4687 0.3722 0.1597
O -1.9876 -1.9065 -0.9333
C 1.9007 1.3078 0.4520
O -0.1801 -1.6637 2.4179
C 0.9213 -1.6449 0.0106
C -0.2710 -1.6275 0.6409
O -0.3080 3.7504 -2.6301
H -0.0784 -0.1301 0.3117
H -0.1979 0.9598 -0.2653
H -0.0443 0.5762 0.4754
H 0.2570 0.3863 -0.5128
O 1.1134 1.7802 1.0785
C -4.8125 -2.7619 -4.5425
O 0.4252 2.6050 -0.2301
C 0.1887 0.6697 -0.1468
C -0.8834 0.8059 2.0828
O 4.3000 -2.4300 2.7009
H -0.4648 0.0530 -0.3482
H 0.3906 0.0285 0.2971
H 0.2012 -0.0154 0.0029
H -0.4557 -0.7247 -0.8699
O 2.4503 -0.2679 -3.3313
C -1.6947 1.7686 4.2698
O -1.3524 -0.1386 0.3877
C 0.0936 0.1225 0.6260
C 0.5931 -1.0403 -3.1115
O 0.8988 0.8981 -0.6919
H -0.7390 0.2711 0.4763
H 0.1858 -0.3160 0.6406
H -0.3662 -0.4976 0.6133
H -0.0432 -0.7821 0.1111

Here are the Löwdin charges for atoms 1 to 2, given in e: 0.413, -1.491

=====

Number 1: electronic energy -62647.241 eV. Number 2: electronic energy -210387.124 eV.